P.
This record from the Open Molecules 2025 dataset describes a structure of composition C29H36N2OP2Ti. The level of theory is the ωB97M-V functional and the def2-TZVPD basis.

```
! RIJCOSX wB97M-V def2-TZVPD def2/J DEFGRID3
* xyz 1 2
C -1.06 2.47 -4.03
C -1.20 2.22 -2.67
C -1.84 1.03 -2.28
C -1.76 -0.08 -3.17
C -1.47 0.16 -4.54
C -1.19 1.44 -4.99
C -1.52 -1.29 -2.41
C -2.79 -1.46 -1.61
C -2.93 -0.38 -0.71
C -3.88 -0.39 0.36
C -4.81 -1.43 0.39
C -4.72 -2.48 -0.52
C -3.69 -2.51 -1.49
H -0.76 3.47 -4.36
H -1.39 -0.71 -5.22
H -1.01 1.65 -6.05
H -1.37 -2.17 -3.04
H -5.57 -1.43 1.19
H -5.47 -3.29 -0.43
H -3.64 -3.40 -2.14
N -2.01 0.66 -0.93
Ti -0.88 0.25 0.56
C -0.36 2.86 -1.63
H -0.94 3.20 -0.75
H 0.23 3.70 -2.02
C -3.72 0.57 1.50
H -3.79 1.63 1.18
H -4.45 0.40 2.30
P 0.80 1.41 -1.09
P -2.09 0.36 2.34
C -2.16 -1.28 3.10
H -1.24 -1.42 3.69
H -3.04 -1.30 3.75
H -2.22 -2.08 2.36
C -1.98 1.53 3.65
H -2.90 1.47 4.24
H -1.10 1.30 4.27
H -1.86 2.54 3.24
C 2.06 1.41 -2.44
H 2.48 2.41 -2.63
H 2.86 0.72 -2.14
H 1.58 1.03 -3.36
C 1.73 2.62 0.06
H 2.41 2.07 0.72
H 2.30 3.37 -0.52
H 1.01 3.16 0.70
C -0.49 -1.72 0.08
O -0.40 -2.84 -0.09
H 0.03 -0.36 -2.29
C 4.58 -0.06 0.27
N 3.90 -1.26 -0.17
C 4.76 -2.37 -0.52
C 2.53 -1.52 0.16
C 2.14 -0.96 1.50
C 2.80 -1.43 2.60
C 2.67 -0.79 3.86
C 1.89 0.34 3.94
C 1.17 0.79 2.82
C 1.12 0.02 1.66
H 5.47 0.05 -0.35
H 4.89 -0.13 1.32
H 3.93 0.81 0.14
H 5.22 -2.82 0.38
H 4.17 -3.14 -1.04
H 5.57 -2.01 -1.17
H 1.91 -1.12 -0.66
H 2.38 -2.61 0.15
H 3.47 -2.32 2.51
H 3.21 -1.19 4.72
H 1.82 0.89 4.88
H 0.62 1.73 2.89
*
```

Output
- LUMO level (spin up / spin down) (eV) = -3.87 / -3.90
- Kohn-Sham gap (spin up / spin down) (Eh) = 0.228 / 0.226
- HOMO (spin up / spin down) (eV) = -10.07 / -10.07

Here are the Mulliken charges for atoms 1 to 2, given in e: C -0.921; C 0.698

***

Q.
This record from the Open Molecules 2025 dataset describes a structure of composition C29H36N2OP2Ti. The level of theory is the ωB97M-V functional and the def2-TZVPD basis.

```
! RIJCOSX wB97M-V def2-TZVPD def2/J DEFGRID3
* xyz 1 2
C -1.69 3.11 -4.06
C -1.57 1.86 -3.45
C -0.27 1.31 -3.29
C 0.84 2.21 -3.26
C 0.66 3.53 -3.75
C -0.57 3.94 -4.22
C 1.97 1.75 -2.57
C 2.30 0.40 -2.80
C 1.20 -0.50 -2.86
C 1.39 -1.90 -2.99
C 2.66 -2.35 -3.31
C 3.76 -1.47 -3.34
C 3.60 -0.13 -3.04
H -2.68 3.47 -4.34
H 1.54 4.19 -3.75
H -0.68 4.92 -4.68
H 2.74 2.45 -2.27
H 2.81 -3.42 -3.51
H 4.74 -1.86 -3.60
H 4.44 0.57 -3.05
N -0.09 0.05 -2.72
Ti -0.43 -0.22 -0.78
C -2.67 1.28 -2.63
H -2.83 0.20 -2.79
H -3.62 1.82 -2.71
C 0.25 -2.84 -2.68
H -0.64 -2.64 -3.31
H 0.55 -3.89 -2.80
P -2.14 1.52 -0.83
P -0.28 -2.65 -0.92
C 1.14 -3.30 0.01
H 0.87 -3.37 1.07
H 1.41 -4.30 -0.37
H 2.01 -2.64 -0.08
C -1.55 -3.91 -0.71
H -1.22 -4.86 -1.15
H -1.77 -4.05 0.36
H -2.47 -3.58 -1.21
C -2.39 3.26 -0.47
H -3.45 3.49 -0.67
H -2.16 3.45 0.59
H -1.74 3.87 -1.10
C -3.62 0.75 -0.10
H -3.48 0.55 0.97
H -4.46 1.44 -0.24
H -3.84 -0.20 -0.60
C 1.26 0.21 0.06
O 2.34 0.40 0.47
H -0.24 1.76 -0.99
C -2.26 2.34 3.35
N -0.85 2.50 3.13
C -0.17 3.27 4.14
C -0.10 1.54 2.36
C -0.65 0.14 2.45
C -0.63 -0.46 3.71
C -1.33 -1.65 3.94
C -2.07 -2.21 2.89
C -2.04 -1.62 1.63
C -1.18 -0.55 1.36
H -2.65 3.32 3.68
H -2.49 1.61 4.14
H -2.78 2.04 2.43
H -0.12 2.73 5.10
H 0.85 3.50 3.81
H -0.73 4.20 4.31
H -0.08 1.90 1.31
H 0.94 1.56 2.71
H -0.07 0.01 4.53
H -1.34 -2.10 4.93
H -2.66 -3.11 3.06
H -2.70 -2.02 0.84
*
```

Output
- LUMO level (spin up / spin down) (eV) = -4.10 / -3.95
- Kohn-Sham gap (spin up / spin down) (Eh) = 0.188 / 0.231
- HOMO (spin up / spin down) (eV) = -9.22 / -10.22

Here are the Mulliken charges for atoms 1 to 2, given in e: C -0.795; C 0.196

***

The energy of each structure relative to the most stable one, in kcal/mol, is as follows: P 77.2; Q 0.0.